Here is a cluster of 2 separate species, C16H17NO in total at a distorted geometry from the OMol25 dataset. Energies are from ωB97M-V with the def2-TZVPD basis set.

The geometry in XYZ format:
```
35
C16H17NO (ωB97M-V with the def2-TZVPD basis set)
C -2.2411 -0.7159 -4.4054
C -1.7225 -0.9656 -3.0296
C -1.7909 -0.1523 -1.9400
N -1.2762 -0.7851 -0.8259
C -0.7930 -2.0196 -1.2066
C -0.1273 -2.9793 -0.4473
C 0.2601 -4.1316 -1.1197
C -0.0429 -4.3319 -2.4758
C -0.7125 -3.3675 -3.2029
C -1.1212 -2.1881 -2.5623
H -2.0019 0.2456 -4.8497
H -3.3153 -0.8895 -4.4964
H -1.7675 -1.4321 -5.0671
H -2.0566 0.8883 -1.8460
H -0.9815 -0.2615 -0.0153
H -0.0466 -2.9047 0.6261
H 0.9633 -4.7760 -0.6162
H 0.1234 -5.3128 -2.9066
H -0.9436 -3.5207 -4.2420
C 3.4348 1.8198 3.6921
C 2.0631 2.1667 3.1684
C 1.9768 3.0994 2.1293
C 0.7461 3.4598 1.6060
C -0.4013 2.8741 2.1345
O -1.6181 3.1356 1.4932
C -0.3577 1.9946 3.1906
C 0.8988 1.6204 3.6728
H 4.0329 1.2855 2.9700
H 3.3859 1.2380 4.6099
H 3.9630 2.7258 4.0030
H 2.9029 3.4801 1.7093
H 0.6651 4.0150 0.6826
H -1.7211 4.1082 1.4506
H -1.2774 1.5647 3.5427
H 0.9000 1.0124 4.5737
```

Properties
Kohn-Sham gap = 8.3 eV
Net charge = 0
Energy above the lowest of the compared OMol25 structures with the same formula, charge and spin = 12.1 kcal/mol
SMILES string = Cc1c[nH]c2ccccc12.Cc1ccc(O)cc1
Spin multiplicity = 1
Total energy = -749.88097 hartree
Lowest unoccupied orbital energy = 0.660 eV

Löwdin population analysis, charges in e, atoms 1 to 8: -0.048 -0.226 -0.058 0.073 -0.217 -0.023 -0.104 -0.104

---

Here is a structure of composition C30H30F10O30 at a distorted geometry from the OMol25 dataset. Energies are from ωB97M-V with the def2-TZVPD basis set.

The geometry in XYZ format:
```
100
C30H30F10O30 (ωB97M-V with the def2-TZVPD basis set)
C 3.5502 0.1950 2.7276
C 3.2846 0.4035 1.3004
O 2.3220 1.4470 1.2536
C 2.3410 2.1074 2.3894
O 1.7442 3.1107 2.5709
O 3.0871 1.4632 3.2609
F 3.0062 -0.6751 0.5474
H 4.5649 -0.0247 3.0595
H 2.9308 -0.5991 3.1445
H 4.2844 0.8089 1.1452
C -1.6436 1.1479 3.1857
C -0.0713 1.0505 3.1142
O 0.1621 -0.0101 4.0737
C -0.8006 0.0859 5.0481
O -0.6451 -0.4613 6.1854
O -1.8324 0.8172 4.5718
F 0.5576 2.2282 3.4909
H -2.1666 0.3860 2.6077
H -2.1705 2.0678 2.9323
H 0.2648 0.9449 2.0827
C 1.4510 -3.6630 3.5392
C 0.7834 -2.4765 4.1793
O -0.4960 -2.7668 3.5591
C -0.3134 -3.1719 2.2560
O -1.0343 -3.0570 1.2808
O 0.9617 -3.5541 2.2030
F 1.3052 -1.3651 3.5993
H 1.5132 -4.5730 4.1360
H 2.5250 -3.4832 3.4925
H 0.8558 -2.4092 5.2648
C -2.1109 -0.0943 -2.2272
C -3.6633 0.0416 -2.1102
O -3.8874 1.4175 -2.1566
C -2.7621 2.0662 -1.9156
O -2.4842 3.2823 -1.9695
O -1.7324 1.1354 -1.7403
F -3.9671 -0.6257 -1.0806
H -1.7043 -0.2793 -3.2214
H -1.7598 -0.9143 -1.6007
H -4.2061 -0.3884 -2.9520
C 0.9369 -1.2670 -0.2493
C 0.0746 -0.8985 0.9370
O -0.3429 0.3674 0.6947
C 0.1262 0.7898 -0.4846
O 0.0071 1.8785 -0.9791
O 0.8224 -0.2045 -1.1112
F 0.5248 -0.9598 2.2229
H 0.4512 -1.9366 -0.9592
H 1.9273 -1.6030 0.0579
H -0.7545 -1.6040 0.9906
C 4.5049 -0.6766 -1.3162
C 4.1158 -0.6124 -2.7544
O 3.1793 -1.6447 -2.9408
C 2.6544 -1.9571 -1.7502
O 1.7292 -2.6305 -1.5031
O 3.4016 -1.4101 -0.7966
F 5.1921 -1.0760 -3.3283
H 4.6011 0.3567 -0.9829
H 5.3881 -1.2973 -1.1657
H 3.7712 0.3774 -3.0536
C -0.5802 2.5940 0.9708
C -0.0199 3.9813 1.4403
O -1.1568 4.6742 1.9924
C -2.1359 3.8087 2.1269
O -3.2841 4.1286 2.4548
O -1.8396 2.6442 1.5400
F 0.5502 4.5534 0.4108
H 0.0129 1.6802 0.9346
H -0.8901 2.8926 -0.0306
H 0.7198 3.7568 2.2087
C -4.0339 -3.0054 -0.0402
C -3.6250 -1.8863 0.7935
O -2.2868 -1.6491 0.3884
C -1.8334 -2.6928 -0.2534
O -0.7825 -2.8452 -0.8020
O -2.8140 -3.5861 -0.3717
F -3.7252 -2.3625 2.0181
H -4.5086 -2.7788 -0.9949
H -4.5046 -3.6983 0.6572
H -4.3721 -1.0934 0.8296
C -1.0866 -2.4569 -3.7593
C 0.2653 -2.1492 -3.1419
O 0.7696 -1.3623 -4.3071
C -0.1439 -0.7517 -4.8809
O 0.0047 0.1067 -5.7675
O -1.3503 -1.2876 -4.4816
F 1.0137 -3.2630 -2.9514
H -1.6921 -2.7739 -2.9102
H -0.8825 -3.2988 -4.4209
H 0.3231 -1.5536 -2.2309
C -0.6915 3.9674 -3.3919
C 0.2304 3.8987 -2.2037
O 1.1526 2.9682 -2.7162
C 0.4398 2.1264 -3.5410
O 0.8074 1.0115 -3.9007
O -0.7340 2.6396 -3.8899
F -0.3530 3.5115 -1.1128
H -0.3043 4.6612 -4.1381
H -1.6826 4.4089 -3.2873
H 0.6687 4.8748 -1.9954
```

Properties
Kohn-Sham gap = 8.4 eV
Net charge = 0
Energy above the lowest of the compared OMol25 structures with the same formula, charge and spin = 1068.1 kcal/mol
Spin multiplicity = 1
Total energy = -4415.52676 hartree
Lowest unoccupied orbital energy = -0.160 eV

Löwdin population analysis, charges in e, atoms 1 to 8: -0.011 -0.257 0.199 -0.545 0.161 0.151 -0.012 0.154

---

Here is a structure of composition C23H27B2F4LaN11O4S at a distorted geometry from the OMol25 dataset. Energies are from ωB97M-V with the def2-TZVPD basis set.

The geometry in XYZ format:
```
73
C23H27B2F4LaN11O4S (ωB97M-V with the def2-TZVPD basis set)
La 0.1286 2.4836 -1.1018
C 3.7390 0.5044 -3.4901
C 2.3592 1.1106 -3.1196
N 2.0302 0.9968 -1.8702
O 2.8674 0.4110 -1.0463
B 2.6330 0.7789 0.4286
F 3.4454 -0.0107 1.1470
F 1.2622 0.6661 0.6558
O 3.2286 2.2436 0.5923
N 2.3459 3.1444 0.0136
C 2.8892 4.2584 -0.4011
C 4.3067 4.5632 0.1675
C 2.2040 5.1014 -1.4095
N 1.0421 4.7197 -1.8265
O 0.3433 5.4128 -2.8163
B -0.5519 4.5445 -3.5714
F -1.3359 3.7406 -2.5716
F -1.4043 5.2306 -4.3864
O -0.0035 3.5016 -4.4674
N 0.5461 2.5550 -3.5825
C 1.5919 1.8983 -4.0165
C 2.0170 2.0123 -5.4782
C 2.9259 6.2714 -2.0929
H 3.7949 0.2022 -4.6090
H 3.9245 -0.4274 -2.9534
H 4.6126 1.1791 -3.3369
H 4.7106 5.5464 -0.1532
H 5.1131 3.8117 -0.0754
H 4.2035 4.5524 1.2137
H 3.0558 2.4888 -5.5440
H 1.3388 2.7003 -6.0403
H 2.0694 0.9735 -5.8617
H 2.0808 6.7707 -2.6240
H 3.5540 5.7960 -2.8653
H 3.5332 6.9861 -1.4834
N -2.7084 -1.1122 -0.8074
C -2.4782 -1.4460 -2.1390
C -1.4889 -0.5923 -2.5937
N -1.1811 0.2822 -1.5590
C -1.9688 0.0246 -0.4978
C -2.0801 0.7754 0.7136
N -1.6308 2.0319 0.8144
C -1.8681 2.4330 2.1677
C -2.4619 1.3944 2.8405
N -2.6183 0.3499 1.9025
H -3.2905 -1.6260 -0.1496
H -2.8982 -2.3470 -2.6985
H -0.9514 -0.4300 -3.4927
H -1.5193 3.3979 2.4936
H -2.7365 1.3495 3.8705
H -3.1293 -0.5064 2.0604
C -2.8507 -7.5904 0.8658
N -2.8102 -6.2841 1.3881
C -3.8728 -5.4150 1.4741
C -3.6095 -4.5488 2.4404
N -2.3189 -4.8018 2.9090
C -1.8564 -5.9589 2.4378
S -0.6131 -6.9725 2.9334
C -1.7584 -4.1765 4.0729
C -0.4084 -3.8314 4.1743
C 0.0390 -3.5823 5.5153
C -0.8951 -3.3907 6.5492
C -2.2661 -3.5181 6.1988
N -2.6835 -3.8224 4.9679
H -3.6189 -7.6544 0.0972
H -2.9520 -8.2901 1.7285
H -1.8311 -7.7815 0.5329
H -4.8018 -5.4652 0.8836
H -4.1174 -3.6240 2.8004
H 0.2979 -4.0223 3.4171
H 1.1198 -3.4630 5.7360
H -0.7621 -3.1782 7.6083
H -3.0217 -3.3255 6.9203
```

Properties
Kohn-Sham gap (spin up / spin down) = 6.0 / 4.3 eV
Net charge = +3
Energy above the lowest of the compared OMol25 structures with the same formula, charge and spin = 17.4 kcal/mol
Spin multiplicity = 1
Total energy = -2674.18018 hartree
Lowest unoccupied orbital energy (spin up / spin down) = -10.365 / -12.066 eV

Löwdin population analysis, charges in e, atoms 1 to 8: 2.219 0.036 -0.192 -0.040 0.141 -0.991 0.250 0.111

---

Here is a cluster of 2 separate species, C5H11ClN in total at a distorted geometry from the OMol25 dataset. Energies are from ωB97M-V with the def2-TZVPD basis set.

The geometry in XYZ format:
```
18
C5H11ClN (ωB97M-V with the def2-TZVPD basis set)
C 1.7133 -0.5841 -0.0034
C 1.0904 0.5302 0.0930
C 3.2002 -0.8645 -0.2901
C -1.9036 -0.9140 0.0729
C -1.3456 0.3391 0.5671
N -1.7300 1.5446 -0.2971
Cl 1.3125 2.1365 -0.1027
H 1.1764 -1.4786 0.2353
H 3.1759 -1.6194 -1.0379
H 3.6109 0.0522 -0.3744
H 3.7019 -1.2647 0.5886
H -1.3067 -1.7674 0.4795
H -2.9194 -1.0120 0.3095
H -2.0814 -1.0167 -1.0416
H -1.3562 0.6219 1.5665
H -1.4979 2.5122 -0.0206
H -2.7741 1.6087 -0.2522
H -1.5720 1.2897 -1.2799
```

Properties
Kohn-Sham gap (spin up / spin down) = 8.6 / 8.5 eV
Net charge = +1
Energy above the lowest of the compared OMol25 structures with the same formula, charge and spin = 105.7 kcal/mol
Spin multiplicity = 1
Total energy = -711.64111 hartree
Lowest unoccupied orbital energy (spin up / spin down) = -4.106 / -4.111 eV

Löwdin population analysis, charges in e, atoms 1 to 8: -0.202 -0.573 -0.027 -0.101 -0.157 0.127 0.768 0.097